No. 1
Molecular formula: C8H12N4O3
Method: DFT, the ωB97M-V functional and the def2-TZVPD basis

```
27
Properties=species:S:1:pos:R:3:mulliken_charge:R:1
C -2.31962 2.69565 -1.21129 -0.90
C -1.37465 1.79504 -0.41021 0.66
C -0.40659 -0.44036 -0.19570 -0.23
C -0.88877 -0.57556 1.25153 0.42
C 1.10832 -0.18442 -0.22270 -0.65
C 1.90563 -1.41461 0.02946 0.47
C 2.70667 -1.73643 1.08597 -0.66
C 2.63066 -3.39999 -0.35105 -0.31
H -2.38333 4.06546 0.19827 0.30
H -1.36872 4.46040 -0.99291 0.29
H -3.34437 2.30860 -1.07637 0.32
H -2.09704 2.65664 -2.25603 0.41
H -1.70663 0.23064 -1.74308 0.29
H -0.55554 -1.42105 -0.65316 0.65
H 1.36590 0.58038 0.48077 0.33
H 1.35986 0.19159 -1.22426 0.37
H 2.93721 -1.19659 2.00336 0.41
H 2.84271 -4.37113 -0.78906 0.42
H 3.78308 -3.56877 1.41974 0.20
H -2.44114 -0.67298 2.22913 0.33
N -2.31308 4.07984 -0.79126 -0.65
N -1.16683 0.55011 -0.91306 -0.14
N 1.85885 -2.47226 -0.85949 -0.63
N 3.16838 -3.00578 0.82683 -0.06
O -0.85812 2.16599 0.62927 -0.63
O -0.20249 -0.73519 2.21991 -0.56
O -2.24033 -0.58523 1.31539 -0.45
```

The calculation puts the orbital gap at 0.3447 Eh. The calculation puts the maximum force at 1.686 eV/A. The value obtained for the HOMO energy is -8.64 eV. As for the SMILES: NCC(=O)N[C@@H](Cc1c[nH]cn1)C(=O)O. The calculation puts the energy above the lowest of the compared OMol25 structures with the same formula, charge and spin at 0.000 eV. Its multiplicity is 1. Its net charge is 0.

***

No. 2
Molecular formula: C8H12N5O2
Method: DFT, the ωB97M-V functional and the def2-TZVPD basis

```
27
Properties=species:S:1:pos:R:3:mulliken_charge:R:1
C -0.72697 -2.20207 1.76191 -0.54
C 0.58755 -2.34530 1.45781 -0.46
C 0.01720 -0.60471 0.39870 -0.78
C -0.32119 1.83763 0.47244 0.25
C 1.32577 2.31145 -1.11453 0.14
C -0.25540 0.58575 -0.48787 1.42
C 2.41202 -1.43040 0.08671 -0.91
C -1.57413 0.43808 -1.35879 -0.84
N -1.03277 -1.10372 1.06788 0.08
N 1.06772 -1.38860 0.67220 0.16
N 0.57845 2.72383 0.04836 -0.08
N 0.90634 1.00014 -1.30683 -0.12
N -2.67126 0.30228 -0.38247 -0.55
O -1.05126 1.85604 1.47428 -0.62
O 2.00328 3.05544 -1.73791 -0.50
H -1.39408 -2.58378 2.43413 0.51
H 1.23558 -3.10881 1.77135 0.47
H 2.92688 -0.52211 -0.27470 0.32
H 3.01801 -1.78353 0.81467 0.43
H 2.51802 -2.21420 -0.73623 0.35
H -1.49166 -0.53219 -1.87793 0.39
H -1.50889 1.37706 -1.84262 0.40
H 0.76976 3.54276 0.73955 0.37
H 1.03209 0.46495 -2.17573 0.30
H -1.99618 -0.78848 0.84091 0.36
H -3.53405 0.08268 -0.93517 0.26
H -2.84085 1.02980 0.18990 0.19
```

The calculation puts the orbital gap at 0.3860 Eh. The calculation puts the maximum force at 5.802 eV/A. The value obtained for the HOMO energy is -13.51 eV. As for the SMILES: C[n+]1cc[nH]c1[C@]1(CN)NC(=O)NC1=O. The calculation puts the energy above the lowest of the compared OMol25 structures with the same formula, charge and spin at 0.000 eV. Its multiplicity is 1. Its net charge is +1.

***

No. 3
Molecular formula: C8H12NO2
Method: DFT, the ωB97M-V functional and the def2-TZVPD basis

```
23
Properties=species:S:1:pos:R:3:mulliken_charge:R:1
C 1.42613 -0.39670 -0.99340 -0.10
C 0.13509 -0.72786 -1.56248 -0.60
C 0.58628 1.43595 0.38730 -0.77
C -0.82507 1.17778 -0.11683 -1.00
C 1.21458 0.04662 0.41710 1.34
C -0.80825 -0.37099 -0.43304 0.89
C 2.34654 -0.22014 1.39010 -1.39
C -2.21270 -0.98858 -0.50020 -1.56
N 0.02740 -0.87054 0.78276 -0.25
O 0.17750 -2.18553 1.17891 -0.83
O 2.50705 -0.51139 -1.58706 -0.71
H 0.14325 -0.23442 -2.54347 0.24
H 0.06091 -1.78380 -1.75151 0.29
H 1.11169 2.10572 -0.36926 0.27
H 0.65281 1.88720 1.36248 0.51
H -1.79164 1.13387 0.49825 0.22
H -1.15814 1.73205 -0.96421 0.29
H 2.33031 0.66431 2.04837 0.38
H 3.18406 -0.50555 0.81314 0.35
H 1.97179 -1.23252 1.78253 0.32
H -2.61802 -0.62660 0.51096 0.34
H -2.14530 -2.03749 -0.75071 0.42
H -2.74651 -0.30498 -1.15391 0.34
```

The calculation puts the orbital gap at 0.1999 Eh. The calculation puts the maximum force at 3.710 eV/A. The value obtained for the HOMO energy is -1.72 eV. As for the SMILES: C[C@]12CC[C@](C)(C(=O)C1)N2[O-]. The calculation puts the energy above the lowest of the compared OMol25 structures with the same formula, charge and spin at 2.873 eV. Its multiplicity is 1. Its net charge is -1.

***

No. 4
Molecular formula: C8H12NOP
Method: DFT, the ωB97M-V functional and the def2-TZVPD basis

```
23
Properties=species:S:1:pos:R:3:mulliken_charge:R:1
C 0.37264 1.35388 2.91339 -0.64
C -0.09642 0.07560 3.08770 -0.40
C 0.76596 1.70943 1.59281 -0.24
C -0.43559 -0.75409 2.04270 -0.67
C 0.65341 0.78496 0.56687 0.87
C 0.00250 -0.44061 0.78805 -0.38
C 1.95062 2.14028 -1.09358 -0.96
C -2.13027 -3.40924 -2.40947 -0.35
N 1.03024 1.07423 -0.73372 -0.26
O -1.66686 -1.06819 -3.12833 -0.47
P -2.78970 -2.21413 -3.23499 -0.01
H 0.56911 1.86295 3.90889 0.26
H -0.35435 -0.17406 4.07996 0.36
H 1.19239 2.70880 1.48038 0.19
H -0.83980 -1.72044 2.22687 0.37
H 1.54619 3.07142 -0.72816 0.34
H 2.98447 1.78891 -0.85025 0.29
H 1.91534 1.94241 -2.22355 0.30
H -1.09285 -3.28461 -1.88086 0.20
H -2.70281 -4.32532 -2.45962 0.29
H -0.11379 -1.13982 -0.03644 0.33
H 1.02022 0.24602 -1.32749 0.25
H -1.78065 -0.22838 -2.58115 0.34
```

The calculation puts the orbital gap at 0.3105 Eh. The calculation puts the maximum force at 3.939 eV/A. The value obtained for the HOMO energy is -7.77 eV. As for the SMILES: CNc1ccccc1.C=PO. The calculation puts the energy above the lowest of the compared OMol25 structures with the same formula, charge and spin at 1.183 eV. Its multiplicity is 1. Its net charge is 0.

***

No. 5
Molecular formula: C8H12O
Method: DFT, the ωB97M-V functional and the def2-TZVPD basis

```
21
Properties=species:S:1:pos:R:3:mulliken_charge:R:1
C -0.19918 -0.19306 2.42257 -1.88
C 0.12736 -0.15684 0.95196 0.77
C 0.94963 0.82332 0.62770 -0.63
C 1.39374 0.90227 -0.84687 -0.21
C 0.13038 0.67404 -1.77548 -0.99
C -0.68285 -0.56593 -1.30418 0.15
C -1.80863 -0.48147 -0.40351 -0.93
C -0.51971 -1.02586 0.08259 -0.29
H -0.68345 0.76256 2.68125 0.38
H -1.01416 -0.82787 2.68475 0.41
H 0.60269 -0.30307 3.09892 0.45
H 1.29530 1.52182 1.40706 0.33
H 1.81622 1.85175 -1.09056 0.52
H 2.06767 -0.96624 -0.75933 0.42
H -0.54023 1.54913 -1.68395 0.35
H 0.47649 0.56394 -2.74601 0.40
H -0.79911 -1.38120 -2.08616 0.31
H -2.68303 -1.10678 -0.59266 0.31
H -2.02691 0.43239 0.14143 0.25
H -0.28232 -2.05374 0.19917 0.45
O 2.38009 -0.01917 -1.00870 -0.58
```

The calculation puts the orbital gap at 0.3610 Eh. The calculation puts the maximum force at 4.820 eV/A. The value obtained for the HOMO energy is -8.86 eV. As for the SMILES: CC1=C[C@@H](O)C[C@@H]2C[C@H]12. The calculation puts the energy above the lowest of the compared OMol25 structures with the same formula, charge and spin at 2.195 eV. Its multiplicity is 1. Its net charge is 0.

***

No. 6
Molecular formula: C8H12O
Method: DFT, the ωB97M-V functional and the def2-TZVPD basis

```
21
Properties=species:S:1:pos:R:3:mulliken_charge:R:1
C -0.61965 0.28107 0.30620 1.40
C -1.07086 -0.30769 1.63130 -1.63
C -0.22544 1.74245 0.36716 -1.42
C 0.79251 -0.12009 -2.11350 -1.54
C 0.29855 -0.57585 -0.77336 0.56
C -1.60129 -0.16434 -0.82214 -0.17
C 2.01300 -1.36485 1.03531 -1.02
C 1.12625 -0.93321 0.18720 0.10
O -2.50731 -0.96899 -0.63454 -0.60
H -1.68973 0.60618 -1.61419 0.37
H -0.29664 -0.20444 2.39052 0.40
H -1.34694 -1.35229 1.52236 0.38
H -1.96583 0.23348 1.94227 0.44
H 0.64879 1.87557 1.00485 0.32
H -1.05743 2.30700 0.79082 0.40
H -0.00638 2.16001 -0.61387 0.34
H 0.31888 0.78533 -2.48982 0.37
H 0.53493 -0.91343 -2.81890 0.37
H 1.87196 0.03339 -2.11685 0.38
H 2.47023 -0.71509 1.76876 0.29
H 2.31239 -2.40420 1.05044 0.27
```

The calculation puts the orbital gap at 0.3237 Eh. The calculation puts the maximum force at 4.550 eV/A. The value obtained for the HOMO energy is -8.05 eV. The calculation puts the energy above the lowest of the compared OMol25 structures with the same formula, charge and spin at 4.312 eV. Its multiplicity is 1. Its net charge is 0.

***

No. 7
Molecular formula: C8H12O2
Method: DFT, the ωB97M-V functional and the def2-TZVPD basis

```
22
Properties=species:S:1:pos:R:3:mulliken_charge:R:1
C -1.15482 -2.84249 -2.89618 -0.65
O -1.94999 -1.84076 -2.28376 -0.41
H -2.53906 -1.51390 -2.95745 0.27
H -1.43061 -3.18251 -3.86820 0.35
H -1.19814 -3.72533 -2.22830 0.22
H -0.09223 -2.49848 -2.89527 0.22
C 2.03988 1.12587 2.95837 -1.34
C -0.57409 0.82990 -0.36651 0.14
C 0.25936 1.92977 -0.24624 -0.61
C -0.55009 -0.22207 0.55367 -0.24
C 1.13726 1.94565 0.81170 -0.38
C 0.41049 -0.21135 1.56039 -0.55
C 1.19523 0.88406 1.71036 0.74
O -1.60699 0.71761 -1.29524 -0.48
H -2.25163 1.40529 -1.14309 0.29
H 0.19578 2.85525 -0.80528 0.39
H -1.11595 -1.06853 0.18397 0.39
H 1.72346 2.86169 0.95213 0.31
H 0.44963 -1.02459 2.27592 0.36
H 2.95593 1.69738 2.74290 0.33
H 2.42741 0.20426 3.41937 0.34
H 1.66915 1.67328 3.81674 0.29
```

The calculation puts the orbital gap at 0.3465 Eh. The calculation puts the maximum force at 3.138 eV/A. The value obtained for the HOMO energy is -8.56 eV. As for the SMILES: Cc1ccc(O)cc1.CO. The calculation puts the energy above the lowest of the compared OMol25 structures with the same formula, charge and spin at 1.158 eV. Its multiplicity is 1. Its net charge is 0.

***

No. 8
Molecular formula: C8H12O5Pb
Method: DFT, the ωB97M-V functional and the def2-TZVPD basis

```
26
Properties=species:S:1:pos:R:3:mulliken_charge:R:1
O 4.24157 0.23061 -0.37305 -0.67
C 2.23247 0.68677 0.52011 1.00
O 1.09624 0.20380 0.92824 -0.26
O 2.90234 1.21394 1.42163 -0.68
Pb 5.03444 0.89096 1.49152 1.33
C 0.25280 -0.65879 0.23236 0.03
C -0.84719 -1.09339 0.83103 -0.26
C -2.00163 -1.66393 0.06272 -0.81
C -3.07691 -0.66208 -0.28668 -0.41
O -3.68811 -0.15794 0.98178 -0.18
C -4.90606 -0.15583 1.16583 0.50
O -5.45913 0.14441 2.24728 -0.21
H 0.43564 -0.72203 -0.83940 0.25
H -0.93074 -1.00078 1.91617 0.41
H 4.47440 -0.58539 -0.83138 0.36
H -2.45528 -2.49561 0.62089 0.34
H -1.66146 -2.07238 -0.89979 0.38
H -3.88306 -1.10569 -0.87826 0.45
H -2.68971 0.24103 -0.76688 0.35
H -6.43543 0.13873 2.22156 0.47
C 3.66651 1.32183 -1.57651 -0.32
C 2.25069 1.32274 -1.17508 -0.47
H 4.13806 2.30849 -1.52380 0.27
H 3.82546 0.80481 -2.52688 0.36
H 1.71960 0.56384 -1.76867 0.32
H 1.76449 2.30187 -1.19473 0.46
```

The calculation puts the orbital gap (spin up / spin down) at 0.2822 / 0.2823 Eh. The calculation puts the maximum force at 5.333 eV/A. The value obtained for the HOMO energy (spin up / spin down) is -19.27 / -19.27 eV. Its multiplicity is 2. As for the expectation value of S²: 0.7525. Its net charge is +3.